No. 1
This record from the Open Molecules 2025 dataset describes a structure of composition C7H28FN14O7Sr. The level of theory is the ωB97M-V functional and the def2-TZVPD basis.

CARTESIAN COORDINATES (ANGSTROEM)
1 Sr -16.03 -14.16 7.70
2 F -14.52 -16.11 7.61
3 C -18.18 -16.56 9.38
4 O -17.37 -16.22 8.52
5 N -19.39 -15.96 9.52
6 N -17.89 -17.53 10.29
7 H -19.65 -15.20 8.93
8 H -19.97 -16.17 10.31
9 H -16.98 -17.94 10.33
10 H -18.49 -17.65 11.09
11 C -13.67 -11.59 8.99
12 O -14.64 -12.28 8.71
13 N -13.43 -10.36 8.42
14 N -12.72 -11.97 9.90
15 H -12.48 -10.07 8.24
16 H -14.08 -10.15 7.68
17 H -12.19 -11.25 10.36
18 H -12.88 -12.82 10.41
19 C -13.16 -13.86 5.70
20 O -14.37 -13.65 5.81
21 N -12.63 -14.98 6.23
22 N -12.28 -12.97 5.14
23 H -11.66 -15.21 6.12
24 H -13.28 -15.65 6.66
25 H -12.67 -12.13 4.75
26 H -11.30 -13.02 5.36
27 C -18.35 -15.50 5.31
28 O -17.35 -14.91 5.72
29 N -18.84 -15.23 4.06
30 N -19.02 -16.40 6.06
31 H -19.48 -15.82 3.57
32 H -18.26 -14.60 3.54
33 H -19.83 -16.88 5.72
34 H -18.50 -16.70 6.88
35 C -18.64 -12.54 9.26
36 O -18.31 -13.37 8.41
37 N -19.67 -11.67 9.00
38 N -18.04 -12.41 10.46
39 H -19.97 -11.07 9.74
40 H -20.14 -11.74 8.12
41 H -18.28 -11.65 11.07
42 H -17.24 -13.01 10.64
43 C -15.13 -14.97 10.85
44 O -16.05 -14.39 10.25
45 N -14.18 -15.64 10.16
46 N -15.14 -15.18 12.20
47 H -14.28 -15.83 9.13
48 H -13.46 -16.11 10.68
49 H -15.92 -14.82 12.72
50 H -14.53 -15.86 12.60
51 C -16.46 -10.70 6.45
52 O -16.82 -11.84 6.67
53 N -17.13 -9.62 6.95
54 N -15.43 -10.41 5.60
55 H -17.84 -9.81 7.64
56 H -16.87 -8.67 6.74
57 H -15.06 -11.16 5.04
58 H -15.09 -9.48 5.45

Summary:
- gap between HOMO and LUMO (Ha) = 0.3572
- HOMO (eV) = -11.581
- charge = +1

Table of Löwdin atomic charges, one value per atom, all in e: 1.5808 -0.5577 -0.6438 -0.0893 0.1879 0.1814 0.0926 0.1038 0.1139 0.1007 -0.6273 -0.0511 0.1686 0.1742 0.1030 0.0682 0.1039 0.0976 -0.6511 -0.0875 0.1662 0.1587 0.1015 0.0500 0.0860 0.0946 -0.6385 -0.0836 0.1666 0.1857 0.0990 0.1091 0.1058 0.0774 -0.6525 -0.1082 0.1687 0.1900 0.0977 0.1126 0.1052 0.0668 -0.6357 -0.1183 0.1689 0.1686 0.0372 0.0995 0.1057 0.0997 -0.6581 -0.0337 0.1766 0.1704 0.0931 0.0990 0.0973 0.1021

---

No. 2
This record from the Open Molecules 2025 dataset describes a structure of composition C6H16CaN8O10. The level of theory is the ωB97M-V functional and the def2-TZVPD basis.

CARTESIAN COORDINATES (ANGSTROEM)
1 Ca 0.09 0.25 0.93
2 C 0.00 2.99 1.26
3 O -0.67 3.78 2.03
4 O -0.41 2.44 0.17
5 O 0.80 2.25 1.93
6 C -1.40 0.13 3.35
7 O -2.14 1.09 3.72
8 O -0.19 0.02 3.77
9 O -1.64 -0.45 2.20
10 C -4.05 0.25 -0.44
11 O -4.80 0.42 -1.41
12 N -4.04 1.09 0.63
13 N -3.09 -0.71 -0.32
14 H -3.47 0.83 1.45
15 H -4.88 1.63 0.63
16 H -2.50 -0.71 0.49
17 H -2.92 -1.37 -1.06
18 C 0.66 -3.13 0.49
19 O -0.05 -2.15 0.59
20 N 0.66 -3.96 -0.58
21 N 1.66 -3.39 1.39
22 H 1.44 -4.57 -0.77
23 H 0.06 -3.88 -1.38
24 H 2.45 -4.00 1.37
25 H 1.45 -2.94 2.27
26 C 3.49 0.61 0.17
27 O 2.46 0.02 0.51
28 N 3.49 1.60 -0.73
29 N 4.67 0.28 0.73
30 H 4.38 1.95 -1.06
31 H 2.67 1.98 -1.17
32 H 5.47 0.79 0.40
33 H 4.65 -0.39 1.48
34 C -0.27 0.79 -2.43
35 O 0.28 0.21 -1.51
36 N -1.51 1.36 -2.39
37 N 0.18 0.64 -3.74
38 H -1.89 1.62 -3.27
39 H -1.82 1.55 -1.44
40 H -0.44 0.63 -4.52
41 H 1.16 0.44 -3.77

Summary:
- gap between HOMO and LUMO (Ha) = 0.1105
- HOMO (eV) = 0.973
- charge = -2
- ΔE to the lowest compared entry with this formula, charge and spin (kcal per mole) = 0.00

Table of Löwdin atomic charges, one value per atom, all in e: 1.4114 -0.9659 -0.1604 -0.2630 -0.2420 -0.9792 -0.1226 -0.1761 -0.3430 -0.7135 -0.0701 0.1809 0.1572 0.0903 0.0950 0.0302 0.0878 -0.6490 -0.0154 0.1461 0.1592 0.0799 0.0967 0.0834 0.1191 -0.6614 -0.0538 0.1871 0.1540 0.0851 0.1137 0.0845 0.1071 -0.6426 -0.0592 0.1920 0.1184 0.0908 0.0930 0.0722 0.0822

---

No. 3
This record from the Open Molecules 2025 dataset describes an isolated molecule of C4H3O2P. The level of theory is the ωB97M-V functional and the def2-TZVPD basis.

CARTESIAN COORDINATES (ANGSTROEM)
1 C -0.03 -0.46 0.93
2 C -0.93 0.09 0.11
3 C 1.38 -0.55 0.70
4 C -0.80 0.73 -1.26
5 O 0.35 1.04 -1.76
6 O -1.84 0.96 -1.84
7 P 2.21 0.07 -0.59
8 H -0.36 -0.89 1.87
9 H -1.97 0.06 0.41
10 H 1.98 -1.06 1.44

Summary:
- gap between HOMO and LUMO (Ha) = 0.2932
- HOMO (eV) = -9.687
- ΔE to the lowest compared entry with this formula, charge and spin (kcal per mole) = 50.15

Table of Löwdin atomic charges, one value per atom, all in e: -0.1888 0.0079 -0.4965 -0.6559 -0.1128 0.0627 1.1144 0.1033 0.1155 0.0504

---

Q: Which formula does entry 1 have?
A: C7H28FN14O7Sr

---

Q: Among the records above, which one has the highest HOMO?
A: C6H16CaN8O10

---

Q: HOMO of number 2 (C6H16CaN8O10)?
A: 0.973 eV